Formula: C47H100N5O7
Source: the OMol25 dataset
Level of theory: ωB97M-V with the def2-TZVPD basis set

Positions of all 159 atoms, in Å:
C: -1.61487 -1.36489 -4.45327
C: -2.49011 -0.27371 -3.85812
C: -1.79924 1.07210 -4.02429
C: -2.58229 2.23023 -3.38369
N: -1.92374 3.53551 -3.72558
C: -2.72334 4.56219 -3.00336
C: -2.70414 5.86731 -3.86679
C: -1.94794 5.42279 -5.13114
C: -2.11435 3.96764 -5.19865
C: -0.42883 3.50941 -3.31232
H: -1.60607 -1.36046 -5.57046
H: -2.12457 -2.32619 -4.26184
H: -0.65255 -1.45404 -3.91850
H: -2.57232 -0.53139 -2.80592
H: -3.46955 -0.25653 -4.34284
H: -1.69152 1.18577 -5.07982
H: -0.83202 0.90719 -3.54582
H: -2.44106 2.09423 -2.27695
H: -3.64171 2.23091 -3.69167
H: -2.50119 4.64083 -1.93498
H: -3.74141 4.20098 -3.00254
H: -2.18259 6.75033 -3.41566
H: -3.68577 6.23066 -4.04674
H: -0.94176 5.82520 -4.92917
H: -2.29645 5.93179 -6.01754
H: -1.45222 3.40537 -5.81689
H: -3.13124 3.63338 -5.44197
H: -0.39343 2.95367 -2.38616
H: -0.17284 4.54993 -3.04563
H: 0.15199 3.02259 -4.11094
C: -2.43818 -2.15774 4.36894
C: -3.79700 -1.64158 3.95149
C: -3.85070 -1.16415 2.51016
C: -5.39159 -0.90657 2.11999
N: -5.52388 0.14683 1.00105
C: -6.98430 0.18065 0.58083
C: -6.90565 0.66427 -0.86272
C: -5.49269 0.39315 -1.34908
C: -4.82473 -0.37242 -0.24306
C: -5.00176 1.45222 1.48743
H: -2.38205 -2.22893 5.46362
H: -1.59931 -1.53226 4.03420
H: -2.38979 -3.15237 3.95852
H: -4.08361 -0.81980 4.62734
H: -4.51528 -2.43352 4.14684
H: -3.38590 -1.95076 1.86103
H: -3.31401 -0.21633 2.37181
H: -5.94728 -0.48252 2.94313
H: -5.89645 -1.82068 1.75861
H: -7.42928 0.95080 1.22995
H: -7.42596 -0.78553 0.61045
H: -7.14276 1.75522 -0.89282
H: -7.61972 0.18586 -1.53156
H: -5.00303 1.34254 -1.44849
H: -5.57054 0.01897 -2.39194
H: -3.76198 -0.18379 -0.32492
H: -4.95908 -1.46535 -0.19742
H: -3.91373 1.52311 1.51531
H: -5.36215 1.59551 2.48504
H: -5.38275 2.18296 0.83550
C: 1.55961 -8.28790 2.96657
C: 1.84117 -6.86536 2.69366
C: 1.62990 -6.40197 1.24830
C: 2.46528 -7.16878 0.23344
N: 2.75864 -6.42517 -0.98836
C: 1.52410 -5.98791 -1.74773
C: 1.91334 -5.87561 -3.19718
C: 3.22566 -6.61817 -3.29271
C: 3.38010 -7.31311 -1.94739
C: 3.64610 -5.24191 -0.73876
H: 0.54764 -8.61441 2.80489
H: 1.74532 -8.53170 4.01021
H: 2.21489 -8.96030 2.38139
H: 2.87406 -6.82246 2.93499
H: 1.29376 -6.16873 3.31573
H: 1.90752 -5.32221 1.15416
H: 0.56652 -6.42189 0.94786
H: 1.95901 -8.03702 -0.13851
H: 3.42910 -7.50070 0.62562
H: 1.11997 -5.07541 -1.35626
H: 0.75833 -6.72796 -1.57635
H: 1.98452 -4.84719 -3.51882
H: 1.14151 -6.33073 -3.78507
H: 4.03114 -5.97059 -3.50388
H: 3.23556 -7.31518 -4.06799
H: 4.33843 -7.64349 -1.59640
H: 2.83914 -8.25047 -1.91630
H: 3.53036 -4.51755 -1.54969
H: 4.65758 -5.58399 -0.64197
H: 3.27306 -4.76637 0.16837
C: 2.31836 -0.40885 -4.89394
C: 3.36111 -1.26065 -4.12523
C: 4.38546 -0.50504 -3.24407
C: 3.74290 0.26673 -2.04862
N: 4.50584 1.47422 -1.51562
C: 5.83569 1.12010 -0.82883
C: 6.12797 2.16786 0.21866
C: 4.69048 2.50682 0.68622
C: 3.69498 2.02907 -0.35793
C: 4.73401 2.54649 -2.56028
H: 2.04453 0.44685 -4.25076
H: 1.45998 -1.01476 -5.11172
H: 2.73170 -0.10766 -5.84152
H: 3.93473 -1.78295 -4.91384
H: 2.79560 -1.99136 -3.51767
H: 4.79274 0.27510 -3.89673
H: 5.17342 -1.13562 -2.87726
H: 3.48895 -0.40011 -1.19847
H: 2.70237 0.53446 -2.27736
H: 6.57284 0.99740 -1.58686
H: 5.70883 0.09786 -0.44017
H: 6.62247 3.01180 -0.22273
H: 6.74947 1.89599 1.06305
H: 4.52133 3.58668 0.90561
H: 4.52107 2.11583 1.69910
H: 3.03641 2.75307 -0.79326
H: 3.13846 1.15876 0.01139
H: 3.83230 2.78881 -3.08074
H: 5.46304 2.08080 -3.24173
H: 5.21438 3.34179 -1.99949
C: -1.90690 4.05344 4.51106
C: -0.37731 4.43744 4.27625
C: 0.25868 5.33179 5.39315
C: 0.43494 4.69187 6.81545
C: 1.49077 3.53598 6.62603
C: 1.05816 2.55092 5.54916
N: 0.45528 3.21808 4.26838
O: 0.60355 2.56644 3.20190
C: -0.03415 1.63168 6.10266
C: 2.24841 1.83861 4.94398
C: -0.19096 5.11184 2.93266
H: -1.96660 3.01003 4.28092
H: -2.56042 4.43507 3.66990
H: -2.21509 4.28661 5.52968
H: -0.36432 6.25154 5.45045
H: 1.27757 5.73738 5.06417
H: -0.49756 4.33063 7.22315
H: 0.77930 5.39938 7.56125
H: 1.72725 2.97565 7.49944
H: 2.48650 3.96313 6.28420
H: 0.40313 0.87267 6.69221
H: -0.51964 1.24614 5.21543
H: -0.75988 2.18080 6.71333
H: 2.04630 1.08515 4.20968
H: 2.86358 1.52142 5.75129
H: 2.88324 2.54797 4.38342
H: 0.86813 5.32309 2.70171
H: -0.62716 6.09843 3.01873
H: -0.65067 4.51637 2.14074
O: -0.27354 -2.07861 -1.00831
C: 1.08006 -1.70227 -1.13497
O: 1.27866 -0.51882 -0.93486
O: 1.95051 -2.57885 -1.44391
H: -0.39938 -2.99362 -1.28830
O: -0.71355 0.50442 0.97310
C: -1.24462 1.75835 0.72213
O: -1.21120 2.14868 -0.49112
O: -1.72187 2.36045 1.70302
H: -0.24966 0.11485 0.19181

The value obtained for the maximum force is 5.49 eV/Å. The calculation puts the total energy at -2650.3295 a.u. The calculation puts the HOMO-LUMO gap at 5.724 eV. Its charge is +3.

***

Formula: C47H101FN9O11
Source: the OMol25 dataset
Level of theory: ωB97M-V with the def2-TZVPD basis set

Positions of all 169 atoms, in Å:
C: -5.19543 3.14238 3.83145
C: -6.65009 3.50631 3.52783
C: -7.35854 2.62286 2.46607
C: -6.67565 1.28255 2.12698
C: -7.66697 0.35742 1.38050
C: -8.19063 -0.84997 2.19117
C: -7.41167 -2.11910 1.82433
C: -6.08821 -2.29033 2.60921
C: -4.84367 -2.47246 1.73886
C: -4.29893 -1.21338 1.05457
C: -4.75055 -0.99822 -0.40502
C: -4.02405 -1.83086 -1.47044
C: -4.98481 -1.96190 -2.68322
C: -5.52194 -0.64785 -3.27512
F: -6.87040 -0.40715 -2.90768
C: -2.76529 -1.14523 -1.99369
C: -1.52119 -1.24397 -1.10378
C: -0.33369 -0.43955 -1.67656
C: 0.85905 -0.38176 -0.72115
O: 1.23353 1.00709 -0.40275
C: 2.44224 1.34016 -0.92839
C: 3.60091 1.29802 0.04100
O: 2.59471 1.62108 -2.09052
H: -5.13098 2.16487 4.30730
H: -4.76377 3.88413 4.50554
H: -4.61294 3.11118 2.90966
H: -6.67394 4.54403 3.17943
H: -7.23741 3.48974 4.44989
H: -7.41902 3.17247 1.53046
H: -8.37041 2.38380 2.80422
H: -5.88361 1.48681 1.40803
H: -6.28246 0.80367 3.02218
H: -8.52800 0.96415 1.08526
H: -7.21586 0.00005 0.45444
H: -8.09359 -0.65545 3.26376
H: -9.25500 -0.97567 1.97498
H: -8.04246 -2.98608 2.05892
H: -7.23466 -2.14071 0.74942
H: -5.95673 -1.45229 3.30002
H: -6.18426 -3.18643 3.23389
H: -4.04977 -2.82469 2.41097
H: -5.00285 -3.28267 1.02098
H: -3.21512 -1.29552 1.06648
H: -4.58586 -0.32728 1.63477
H: -5.81158 -1.26514 -0.47477
H: -4.69405 0.09760 -0.60199
H: -4.44349 -2.46380 -3.49412
H: -5.86484 -2.55546 -2.41289
H: -5.49892 -0.63561 -4.37180
H: -4.95780 0.22279 -2.93018
H: -2.89851 -0.06073 -2.24017
H: -2.49450 -1.64034 -2.93823
H: -1.23062 -2.29595 -1.05171
H: -1.69931 -0.86724 -0.09720
H: -0.67640 0.57597 -1.88649
H: -0.04636 -0.87495 -2.63696
H: 1.72734 -0.84712 -1.19389
H: 0.62666 -0.87445 0.21968
H: 4.17027 0.40340 -0.22163
H: 3.23552 1.19190 1.06129
H: 4.20705 2.19528 -0.06480
C: 4.00087 1.80878 3.78382
O: 3.37963 0.76640 3.77855
N: 5.34051 1.88721 3.64878
C: 6.05210 3.14593 3.60542
C: 6.06226 0.63706 3.49113
H: 3.50142 2.79198 3.83871
H: 6.57135 3.25863 2.65057
H: 6.78604 3.19896 4.41254
H: 5.34911 3.96882 3.71872
H: 5.66070 0.09643 2.63249
H: 5.94321 0.00769 4.37312
H: 7.11881 0.84062 3.33018
C: -0.39732 6.14186 -1.49398
O: -0.98016 7.18386 -1.73876
N: 0.43769 5.51910 -2.34362
C: 1.12440 4.28332 -2.00408
C: 0.66248 6.11342 -3.64756
H: -0.51058 5.61460 -0.53221
H: 2.20507 4.43297 -2.04306
H: 0.85497 3.49080 -2.70001
H: 0.84533 3.96997 -0.99998
H: 1.07409 7.11829 -3.54024
H: -0.27754 6.19140 -4.19510
H: 1.35752 5.49266 -4.20793
C: -5.78062 -0.88838 5.88763
O: -6.37918 0.16522 5.76560
N: -6.34419 -2.05451 6.25264
C: -5.57393 -3.28136 6.37299
C: -7.77277 -2.08511 6.49768
H: -4.69361 -0.97054 5.71644
H: -5.95091 -4.02031 5.66630
H: -5.63992 -3.67921 7.38884
H: -4.53045 -3.08176 6.13895
H: -8.31482 -1.77284 5.60374
H: -8.03322 -1.40144 7.30744
H: -8.06828 -3.09687 6.76503
C: 9.12047 -1.00156 0.68624
O: 9.41791 -1.76633 1.58799
N: 7.94093 -0.98850 0.04777
C: 7.64758 -0.04492 -1.01356
C: 6.91698 -1.94968 0.43092
H: 9.82143 -0.23346 0.31351
H: 6.78741 0.57141 -0.74592
H: 7.42055 -0.57543 -1.93977
H: 8.50706 0.60231 -1.17969
H: 6.65893 -1.82127 1.48203
H: 7.28238 -2.96720 0.29278
H: 6.03224 -1.79414 -0.18266
C: -6.00017 2.83223 -1.71460
O: -6.40347 2.84415 -0.56858
N: -5.58536 3.92391 -2.39167
C: -5.11708 3.84068 -3.75845
C: -5.61217 5.21087 -1.72099
H: -5.93635 1.89998 -2.30135
H: -4.08455 4.18960 -3.83212
H: -5.74175 4.45360 -4.41371
H: -5.16418 2.80760 -4.09662
H: -4.98425 5.18590 -0.82945
H: -6.62920 5.45381 -1.40930
H: -5.24637 5.97828 -2.39954
C: 5.07238 -1.84876 -3.23801
O: 4.88816 -1.48710 -2.08359
N: 4.23222 -1.64252 -4.25942
C: 4.53581 -2.07395 -5.61449
C: 2.97455 -0.95133 -4.00088
H: 5.99131 -2.38183 -3.54068
H: 4.55071 -1.21795 -6.28729
H: 3.77975 -2.78487 -5.95478
H: 5.51058 -2.55897 -5.63799
H: 3.17969 0.02573 -3.57259
H: 2.38074 -1.51978 -3.28611
H: 2.41779 -0.84190 -4.92782
C: -6.31533 -6.31768 3.10187
O: -5.91718 -5.79606 4.12900
N: -5.58367 -6.44158 1.98570
C: -6.12807 -6.98671 0.75960
C: -4.20550 -5.97427 2.00092
H: -7.34685 -6.69482 2.99164
H: -5.56311 -7.87016 0.45362
H: -6.07910 -6.24318 -0.03791
H: -7.16804 -7.27040 0.91215
H: -3.62104 -6.54095 2.72786
H: -4.17792 -4.92562 2.28254
H: -3.77544 -6.09430 1.01004
C: 12.88575 -1.40085 4.92536
O: 13.60732 -1.12599 5.86694
N: 13.32533 -1.69549 3.68804
C: 12.41744 -2.01355 2.59966
C: 14.75648 -1.69062 3.44757
H: 11.78660 -1.43040 5.01113
H: 12.62488 -3.01644 2.22032
H: 12.54411 -1.29615 1.78601
H: 11.38741 -1.97376 2.93580
H: 15.25281 -2.41392 4.09588
H: 15.17413 -0.70590 3.66188
H: 14.94577 -1.94635 2.40779
C: 6.26811 0.60896 -7.72282
O: 5.36498 -0.14106 -8.04255
N: 6.49402 1.81153 -8.28156
C: 7.58284 2.66777 -7.85819
C: 5.60650 2.25899 -9.34257
H: 6.98941 0.35774 -6.92557
H: 7.19664 3.61926 -7.48757
H: 8.26007 2.86313 -8.69220
H: 8.14214 2.18413 -7.06004
H: 4.58033 2.31088 -8.97862
H: 5.63418 1.55865 -10.17759
H: 5.92082 3.24245 -9.68286

The value obtained for the maximum force is 0.85 eV/Å. The calculation puts the total energy at -3271.6901 a.u. The calculation puts the HOMO-LUMO gap at 3.117 eV. The calculation puts the relative energy (zero: lowest compared OMol25 entry of this formula, charge and spin) at 0.0 kcal/mol. Its charge is -1.

***

Formula: C47H101N10O14
Source: the OMol25 dataset
Level of theory: ωB97M-V with the def2-TZVPD basis set

Positions of all 172 atoms, in Å:
C: -1.48808 -2.01855 1.28839
C: -1.41526 -0.49087 1.05326
C: -2.22219 0.14547 2.24612
C: -2.06620 1.66220 2.25280
C: -0.62315 2.18797 2.45000
C: 0.40278 1.44179 1.47800
N: 0.06543 -0.01301 1.13664
O: 1.14434 -0.91281 0.77583
C: 1.78100 1.61966 2.20740
C: 0.47369 2.27136 0.16175
C: -2.02843 -0.16707 -0.34671
H: -0.94715 -2.66054 0.59317
H: -2.50631 -2.24504 0.97216
H: -1.26745 -2.37577 2.29428
H: -1.85864 -0.32115 3.16165
H: -3.29342 -0.05495 2.26602
H: -2.65368 2.05875 3.08087
H: -2.49648 1.97075 1.30004
H: -0.48823 1.98819 3.51301
H: -0.72635 3.27059 2.37673
H: 1.98001 2.67079 2.41626
H: 2.55575 1.44328 1.46124
H: 1.71982 1.00550 3.10582
H: 0.83867 3.29660 0.22328
H: -0.49154 2.43213 -0.31844
H: 1.05833 1.70744 -0.56510
H: -1.91168 0.88587 -0.60321
H: -3.07680 -0.46387 -0.31590
H: -1.48387 -0.72497 -1.10849
O: -5.61323 -1.17706 1.83630
C: -6.41175 -1.78486 1.09822
N: -7.70669 -1.89873 1.22749
C: -5.93522 -2.51046 -0.04081
H: -8.19376 -1.43868 1.98329
H: -8.21479 -2.42126 0.52827
H: -5.95866 -1.83158 -0.89325
H: -6.43544 -3.47171 -0.15864
H: -4.85629 -2.66153 -0.00647
O: -0.35775 -2.85415 -1.75477
C: -0.12341 -3.14274 -2.92807
N: 0.80907 -4.05360 -3.20616
C: -0.90822 -2.61068 -4.03255
H: 1.12142 -4.14055 -4.16271
H: 1.37267 -4.17476 -2.37683
H: -1.28208 -3.42178 -4.65739
H: -0.32293 -2.01309 -4.73142
H: -1.81872 -2.14137 -3.65992
O: 0.89554 7.98405 1.27768
C: 1.63902 7.03650 1.12744
N: 1.53473 6.44424 -0.06073
C: 2.54188 6.47365 2.18200
H: 1.92970 5.52310 -0.18561
H: 0.81386 6.79791 -0.67341
H: 3.06685 7.31414 2.63598
H: 3.23632 5.79398 1.68813
H: 2.10207 5.95870 3.03610
O: -2.26127 -3.14443 4.44039
C: -2.68860 -2.27634 5.13078
N: -3.91540 -1.83738 4.90985
C: -1.80430 -1.47336 6.07625
H: -4.45924 -2.39652 4.26820
H: -4.17216 -0.95203 5.32255
H: -1.74256 -1.83275 7.10344
H: -2.10032 -0.42553 6.02605
H: -0.81060 -1.55506 5.63580
O: 3.78947 -0.43954 -0.43299
C: 4.85862 -0.88320 0.11578
N: 5.93160 -1.22006 -0.59203
C: 4.99646 -0.78675 1.62780
H: 6.79728 -1.50645 -0.15765
H: 5.85390 -1.18561 -1.59845
H: 4.04137 -0.56033 2.10176
H: 5.57839 0.05717 1.99827
H: 5.45759 -1.71076 1.97660
O: -0.50551 2.68909 6.90580
C: 0.49970 2.35235 6.29427
N: 1.19520 3.30072 5.76605
C: 0.84668 0.90408 6.13910
H: 0.78535 4.22383 5.76495
H: 2.08694 3.14604 5.31774
H: 0.58749 0.54764 5.14217
H: 0.23886 0.35166 6.85569
H: 1.91741 0.78949 6.30791
O: -4.24800 1.19558 -4.53801
C: -3.90254 1.59791 -3.45438
N: -2.77921 2.28528 -3.23893
C: -4.92847 1.40190 -2.31693
H: -2.10343 2.30727 -3.98922
H: -2.58099 2.77299 -2.37698
H: -5.71859 2.15202 -2.35059
H: -4.38969 1.53205 -1.37838
H: -5.43971 0.43924 -2.31269
C: 1.40435 -9.06205 -2.96341
C: 0.77515 -7.67263 -2.65247
N: -0.09613 -7.82916 -1.46276
C: -0.34964 -6.54439 -0.74607
C: 0.76092 -6.08762 0.16593
C: -1.38841 -8.40315 -1.94228
C: -2.25560 -8.96802 -0.81438
H: 2.28426 -8.96339 -3.59912
H: 0.78160 -9.69276 -3.59781
H: 1.60562 -9.64211 -2.06279
H: 1.59702 -6.98560 -2.45091
H: 0.25365 -7.36303 -3.55817
H: -0.62461 -5.79513 -1.48844
H: -1.18033 -6.53331 -0.04044
H: 0.46202 -5.08683 0.47767
H: 0.77235 -6.71737 1.05554
H: 1.70466 -5.91615 -0.35181
H: -1.22490 -9.08829 -2.77412
H: -1.90037 -7.53008 -2.34693
H: -2.32748 -8.24289 -0.00376
H: -1.90776 -9.92347 -0.42166
H: -3.22515 -9.13147 -1.28488
C: 0.54355 0.57428 -3.25635
C: 0.91491 1.43390 -4.48012
N: -0.09103 2.35860 -4.81750
C: -0.76276 2.09512 -6.12737
C: -0.17565 2.69851 -7.37870
C: 0.23690 3.78209 -4.60457
C: 0.68211 4.09038 -3.15440
H: 0.34230 1.27691 -2.44771
H: 1.22048 -0.22652 -2.95871
H: -0.40106 0.06685 -3.45213
H: 1.83191 2.01621 -4.38999
H: 1.14716 0.75090 -5.29723
H: -0.82907 1.01610 -6.26678
H: -1.78378 2.47579 -6.15366
H: -0.39512 3.76216 -7.28607
H: 0.82647 2.38494 -7.67116
H: -0.72184 2.29836 -8.23290
H: -0.66025 4.37979 -4.76573
H: 0.97941 4.22040 -5.27141
H: 0.09879 3.59638 -2.37735
H: 0.73551 5.16528 -2.98162
H: 1.72181 3.77198 -3.07861
O: 3.10896 4.07837 -0.79536
C: 4.17701 3.58826 -0.45047
O: 4.55885 3.67775 0.80013
C: 5.87990 3.30145 1.04383
C: 6.31047 2.87384 -0.37558
C: 5.14784 2.74589 -1.28228
H: 5.89198 2.48752 1.76873
H: 6.50219 4.15237 1.32093
H: 6.89304 1.95445 -0.43414
H: 6.94884 3.60389 -0.87319
H: 4.78917 1.71883 -1.35017
H: 5.19507 3.20364 -2.27038
O: 0.97312 -1.45049 3.73323
C: 1.92758 -2.18250 3.78850
O: 3.15080 -1.89472 4.17090
C: 4.07943 -3.04658 4.08137
C: 3.27595 -4.05342 3.26859
C: 1.85711 -3.68339 3.64063
H: 4.23766 -3.40921 5.09703
H: 4.93761 -2.59706 3.58181
H: 3.52925 -5.11354 3.25884
H: 3.37435 -3.75608 2.22456
H: 1.75081 -4.13484 4.62704
H: 1.06818 -4.10935 3.02075
O: -2.62961 3.88574 -0.21970
C: -2.50553 5.08538 -0.43006
O: -1.50832 5.62007 -1.15205
C: -1.64696 7.10915 -1.26862
C: -3.09583 7.34945 -0.98357
C: -3.40163 6.22138 -0.02891
H: -1.34901 7.44886 -2.26055
H: -1.06917 7.64058 -0.51241
H: -3.60030 7.16356 -1.93176
H: -3.34106 8.35828 -0.65160
H: -4.43021 5.86209 0.00312
H: -3.18002 6.44352 1.01495

The spin multiplicity is 2. The value obtained for the maximum force is 6.35 eV/Å. The calculation puts the total energy at -3452.2928 a.u. The calculation puts the HOMO-LUMO gap (alpha / beta) at 7.450 / 8.291 eV.